(1)
{
  "formula": "C18H37O13V",
  "method": "wB97M-V/def2-TZVPD",
  "elements": ["V", "O", "H", "C", "O", "C", "O", "O", "C", "H", "H", "H", "H", "H", "H", "C", "O", "C", "O", "O", "C", "H", "H", "H", "H", "H", "H", "C", "O", "C", "O", "O", "C", "H", "H", "H", "H", "H", "H", "C", "C", "O", "C", "H", "H", "H", "H", "H", "H", "C", "C", "O", "C", "H", "H", "H", "H", "H", "H", "C", "C", "O", "C", "H", "H", "H", "H", "H", "H"],
  "coordinates": [[2.16, 0.81, -0.67], [0.31, 0.49, -1.27], [-0.64, 0.31, -1.13], [2.70, 2.46, 3.46], [1.99, 1.22, 3.61], [1.43, 0.48, 2.60], [1.49, 0.72, 1.46], [0.97, -0.70, 3.12], [0.91, -1.05, 4.47], [3.14, 2.81, 4.39], [1.90, 3.17, 3.22], [3.43, 2.44, 2.64], [1.00, -2.13, 4.52], [0.02, -0.62, 4.95], [1.80, -0.76, 5.02], [-1.07, 3.59, 0.52], [-0.96, 2.81, 1.70], [-2.10, 2.36, 2.30], [-3.27, 2.72, 2.08], [-1.65, 1.39, 3.18], [-2.61, 0.78, 3.97], [-1.00, 2.92, -0.34], [-0.18, 4.23, 0.45], [-1.87, 4.31, 0.35], [-3.13, 0.11, 3.29], [-3.37, 1.46, 4.34], [-2.19, 0.11, 4.73], [1.03, -1.03, -3.99], [1.88, -0.11, -4.63], [2.65, 0.71, -3.88], [2.85, 0.67, -2.64], [3.19, 1.59, -4.69], [4.14, 2.55, -4.27], [1.53, -1.51, -3.15], [0.82, -1.86, -4.66], [0.07, -0.56, -3.77], [4.45, 3.15, -5.13], [4.91, 1.92, -3.83], [3.70, 3.26, -3.57], [2.39, -3.85, -1.09], [2.51, -2.58, -0.29], [2.29, -1.48, -0.85], [2.96, -2.73, 1.20], [1.48, -4.34, -0.73], [3.29, -4.43, -0.89], [2.26, -3.64, -2.15], [2.16, -3.04, 1.87], [3.12, -1.67, 1.41], [3.88, -3.29, 1.35], [-4.41, 0.33, -0.98], [-4.17, 0.91, -2.35], [-4.93, 0.65, -3.25], [-2.87, 1.61, -2.67], [-4.14, 1.09, -0.24], [-3.83, -0.58, -0.80], [-5.47, 0.10, -0.85], [-2.80, 1.83, -3.74], [-2.07, 0.96, -2.33], [-2.76, 2.59, -2.22], [-1.97, -1.47, 1.03], [-1.45, -2.67, 0.30], [-0.51, -3.36, 0.75], [-2.14, -3.03, -1.01], [-1.47, -1.54, 2.00], [-3.05, -1.57, 1.16], [-1.68, -0.49, 0.68], [-1.94, -4.07, -1.26], [-1.84, -2.36, -1.81], [-3.23, -3.11, -1.00]],
  "mulliken_charge": [1.049, 0.198, -0.055, -0.693, -0.423, 0.449, 0.324, 0.059, -0.784, 0.283, 0.286, 0.257, 0.246, 0.197, 0.391, -0.689, -0.165, 0.564, -0.576, -0.051, -0.826, 0.099, 0.323, 0.361, 0.277, 0.363, 0.262, -0.221, -0.294, 0.859, -0.679, -0.294, -0.638, -0.081, 0.379, 0.162, 0.247, 0.331, 0.265, -1.136, 0.747, -0.115, -0.884, 0.318, 0.406, 0.287, 0.267, -0.012, 0.478, -0.485, 0.595, -0.525, -0.422, 0.196, -0.183, 0.396, 0.388, -0.346, 0.280, -0.639, 0.726, -0.592, -1.289, 0.144, 0.585, 0.006, 0.378, 0.222, 0.451],
  "s2": 2.207,
  "multiplicity": 3,
  "homo_energy_ev": [-13.75, -13.75],
  "total_charge": 2,
  "homo_lumo_gap_ev": [3.612, 5.421],
  "lumo_ev": [-10.135, -8.328],
  "e_tot_ev": -71552.9711
}

(2)
{
  "formula": "C34H31F5N2",
  "method": "wB97M-V/def2-TZVPD",
  "elements": ["F", "C", "C", "C", "C", "C", "C", "H", "H", "H", "H", "H", "F", "C", "C", "C", "C", "C", "C", "H", "H", "H", "H", "H", "F", "C", "C", "C", "C", "C", "C", "H", "H", "H", "H", "H", "F", "C", "C", "C", "C", "C", "C", "H", "H", "H", "H", "H", "F", "C", "C", "C", "C", "C", "C", "H", "H", "H", "H", "H", "C", "C", "N", "H", "H", "H", "C", "C", "N", "H", "H", "H"],
  "coordinates": [[-2.45, -4.20, -2.19], [-1.37, -3.65, -1.57], [-0.09, -3.98, -1.96], [1.00, -3.47, -1.33], [0.83, -2.58, -0.24], [-0.42, -2.29, 0.21], [-1.49, -2.89, -0.46], [0.01, -4.70, -2.75], [1.95, -3.68, -1.81], [1.69, -2.13, 0.22], [-0.67, -1.70, 1.08], [-2.48, -2.72, -0.04], [-1.91, 2.37, 4.48], [-0.61, 2.37, 4.23], [-0.19, 1.77, 3.04], [1.20, 1.82, 2.76], [2.08, 2.40, 3.68], [1.58, 2.98, 4.85], [0.23, 2.92, 5.16], [-0.91, 1.21, 2.46], [1.57, 1.35, 1.86], [3.14, 2.38, 3.46], [2.22, 3.53, 5.54], [-0.15, 3.33, 6.09], [-0.71, -2.18, -6.32], [-0.44, -1.77, -5.08], [-1.30, -0.87, -4.49], [-1.06, -0.42, -3.16], [0.14, -0.81, -2.60], [1.00, -1.71, -3.22], [0.73, -2.19, -4.50], [-2.22, -0.69, -5.02], [-1.73, 0.17, -2.56], [0.38, -0.46, -1.61], [1.91, -1.97, -2.69], [1.53, -2.75, -4.98], [-4.66, 1.04, -1.20], [-3.69, 1.67, -0.44], [-3.62, 1.36, 0.90], [-2.65, 2.05, 1.71], [-1.74, 2.94, 1.14], [-1.86, 3.25, -0.22], [-2.82, 2.61, -1.01], [-4.33, 0.75, 1.44], [-2.60, 1.88, 2.78], [-1.00, 3.45, 1.74], [-1.21, 3.96, -0.72], [-2.93, 2.92, -2.04], [2.41, -2.29, -1.49], [2.95, -1.07, -1.21], [2.15, -0.05, -0.60], [2.79, 1.19, -0.43], [4.01, 1.46, -0.97], [4.83, 0.45, -1.48], [4.28, -0.82, -1.70], [1.15, -0.35, -0.33], [2.24, 1.93, 0.13], [4.54, 2.38, -0.78], [5.80, 0.71, -1.88], [4.81, -1.58, -2.26], [-0.87, 0.36, 0.11], [0.11, 1.45, 0.33], [0.87, 2.31, 0.46], [-1.40, 0.53, -0.82], [-1.58, 0.32, 0.93], [-0.40, -0.61, -0.10], [-1.80, -1.70, 3.15], [-0.64, -1.12, 2.46], [0.25, -0.68, 1.85], [-2.70, -1.58, 2.54], [-1.95, -1.14, 4.07], [-1.74, -2.76, 3.41]],
  "mulliken_charge": [-0.420, -0.129, -0.334, -1.255, -0.322, 0.676, -0.702, 0.404, 0.443, 1.386, -0.019, 0.495, -0.419, -0.169, 1.981, 0.493, -1.058, -0.559, -0.589, -0.880, -0.449, 0.480, 0.373, 0.478, -0.361, 0.455, -0.957, -1.056, 1.379, -0.553, -0.861, 0.399, 0.427, 0.063, 0.637, 0.482, -0.418, 0.484, -0.486, -0.757, -0.651, -0.441, -0.521, 0.592, 0.995, 0.850, 0.430, 0.446, 0.188, -0.380, 2.513, -0.929, -1.256, -0.647, -1.015, -0.257, 0.108, 0.426, 0.379, 0.428, 1.336, 1.484, -0.709, -1.621, 0.469, -1.097, -1.607, 0.775, -0.195, 0.323, 0.403, 0.399],
  "smiles": "Fc1ccccc1.Fc1ccccc1.Fc1ccccc1.Fc1ccccc1.Fc1ccccc1.CC#N.CC#N",
  "multiplicity": 1,
  "homo_energy_ev": -8.35,
  "homo_lumo_gap_ev": 8.670,
  "lumo_ev": 0.322,
  "e_above_lowest_kcal_mol": 312.0,
  "e_tot_ev": -52313.6508
}

(3)
{
  "formula": "C2H3I3O",
  "method": "wB97M-V/def2-TZVPD",
  "elements": ["C", "C", "O", "I", "I", "I", "H", "H", "H"],
  "coordinates": [[-0.63, 0.31, -0.36], [0.29, -0.34, -1.11], [-0.27, -1.56, 1.32], [-2.66, -0.08, -0.64], [-0.22, -2.97, 0.29], [2.36, -0.33, -0.61], [-0.23, 0.95, 0.53], [0.11, -1.07, -1.86], [-0.43, -2.13, 2.09]],
  "mulliken_charge": [-0.367, -0.871, -0.487, 0.106, 0.210, 0.082, 0.363, 0.628, 0.336],
  "multiplicity": 1,
  "homo_energy_ev": -8.89,
  "homo_lumo_gap_ev": 8.867,
  "lumo_ev": -0.021,
  "e_above_lowest_kcal_mol": 67.1,
  "e_tot_ev": -28468.3608
}

(4)
{
  "formula": "C25H20N4O2Pd",
  "method": "wB97M-V/def2-TZVPD",
  "elements": ["Pd", "O", "C", "C", "C", "C", "C", "C", "C", "O", "N", "N", "C", "C", "C", "C", "C", "C", "N", "H", "H", "H", "H", "H", "H", "H", "H", "H", "H", "N", "C", "C", "C", "C", "C", "C", "C", "C", "C", "C", "C", "C", "H", "H", "H", "H", "H", "H", "H", "H", "H", "H"],
  "coordinates": [[-0.27, -0.10, 0.08], [1.56, 5.08, -0.85], [0.35, 5.23, -0.27], [-0.15, 6.51, -0.04], [-1.41, 6.70, 0.51], [-2.19, 5.60, 0.85], [-1.69, 4.33, 0.62], [-0.42, 4.11, 0.08], [0.02, 2.69, -0.08], [-0.92, 1.82, -0.09], [1.30, 2.45, -0.19], [1.56, 1.11, -0.40], [2.81, 0.95, -0.68], [3.51, -0.28, -1.08], [4.87, -0.17, -1.35], [5.58, -1.28, -1.76], [4.91, -2.48, -1.91], [3.55, -2.50, -1.62], [2.86, -1.44, -1.22], [1.90, 5.95, -1.08], [0.45, 7.37, -0.32], [-1.77, 7.70, 0.68], [-3.17, 5.73, 1.27], [-2.29, 3.46, 0.85], [3.42, 1.85, -0.67], [5.36, 0.79, -1.23], [6.64, -1.20, -1.97], [5.41, -3.38, -2.23], [2.99, -3.43, -1.72], [0.40, -2.04, -0.02], [-0.32, -3.25, 0.33], [0.45, -4.40, 0.47], [-0.13, -5.61, 0.76], [-1.51, -5.67, 0.91], [-2.26, -4.51, 0.79], [-1.71, -3.26, 0.49], [-2.56, -2.04, 0.52], [-3.95, -2.21, 0.56], [-4.81, -1.19, 0.92], [-4.28, 0.04, 1.29], [-2.92, 0.26, 1.14], [-2.05, -0.74, 0.69], [1.33, -2.08, 0.37], [0.57, -2.01, -1.02], [1.52, -4.32, 0.35], [0.47, -6.50, 0.88], [-2.00, -6.60, 1.15], [-3.32, -4.59, 0.98], [-4.38, -3.17, 0.31], [-5.88, -1.36, 0.94], [-4.92, 0.83, 1.64], [-2.52, 1.24, 1.36]],
  "mulliken_charge": [0.223, -0.496, 1.030, -0.819, -0.470, -0.889, -0.141, 0.265, 0.754, -0.920, -0.808, 0.183, -0.492, 0.807, -0.748, -0.284, -0.817, -0.048, -0.309, 0.322, 0.251, 0.378, 0.393, 0.254, 0.316, 0.349, 0.421, 0.372, 0.449, -0.267, 0.644, -0.542, -0.619, -0.900, -0.707, 0.424, 1.002, -0.727, -0.623, -0.627, 0.185, -0.464, 0.374, 0.480, 0.314, 0.386, 0.381, 0.227, 0.342, 0.387, 0.391, 0.414],
  "multiplicity": 1,
  "homo_energy_ev": -7.84,
  "homo_lumo_gap_ev": 7.482,
  "lumo_ev": -0.359,
  "e_above_lowest_kcal_mol": 21.0,
  "e_tot_ev": -39784.2006
}